# C3H4N2

An isolated molecule of C3H4N2 (ωB97M-V/def2-TZVPD, OMol25).

Cartesian coordinates (Å):
C (-1.1241, 0.4022, -0.0177)
C (-0.6337, -0.9049, -0.0106)
N (0.6807, -1.0253, 0.0445)
N (1.0118, 0.2568, -0.0485)
C (0.0374, 1.1305, -0.0460)
H (-2.2446, 0.6148, 0.2425)
H (-1.3099, -1.7637, -0.0946)
H (1.9949, 0.5402, 0.1998)
H (0.0352, 2.2214, 0.1259)

Summary:
E_tot = -6154.7193 eV
frontier orbital gap = 10.5 eV
structure (SMILES) = c1cn[nH]c1
energy relative to the best compared isomer or geometry (same formula, charge and spin) = 1.1815 eV
highest occupied orbital energy = -9.51 eV
M = 68.08 g mol⁻¹
spin multiplicity = 1

Atom charges from the natural (NBO) analysis, given in e for atoms 1 to 8: number 1, C, carries -0.36; number 2, C, carries -0.06; number 3, N, carries -0.26; number 4, N, carries -0.33; number 5, C, carries -0.06; number 6, H, carries 0.24; number 7, H, carries 0.20; number 8, H, carries 0.40